Density functional theory data (ωB97M-V/def2-TZVPD) for a structure of composition C6H10N2.

As for the energy above the lowest of the compared OMol25 structures with the same formula, charge and spin: 763.74 kJ/mol. The HOMO-LUMO gap comes out at 0.3199 Eh. As for the HOMO energy: -7.6 eV. For the electronic energy, the calculation gives -9356.5213 eV. For the molar mass, the calculation gives 110.16 g/mol. Its LUMO energy is 1.06 eV.

Last column: Mulliken charge in e.
CARTESIAN COORDINATES (ANGSTROEM)
C 1.5401 -0.8008 -0.3411  -0.60
C -0.0648 -1.2181 -0.2323  0.03
C 0.2355 -0.9457 1.2967  -0.62
C -0.1277 1.2805 0.2202  0.15
C -1.5796 0.4752 0.2932  -0.70
C -0.1558 0.9849 -1.2079  -0.63
H 1.7363 -0.6606 -1.3877  0.32
H 2.1731 -1.5073 0.2998  0.27
H -0.5656 -2.2138 -0.3916  0.40
H 1.0733 -1.4862 1.7876  0.25
H -0.3119 -0.5670 2.1650  0.30
H 0.0076 2.3744 0.7427  0.33
H -2.0242 0.3353 1.1547  0.41
H -1.9947 1.1962 -0.3390  0.42
H -0.7743 1.5434 -1.8244  0.38
H 0.8729 0.9890 -1.6377  0.16
N 1.0039 0.3842 0.6825  -0.49
N -0.9009 -0.1927 -0.7885  -0.38